[1]
DFT (the ωB97M-V functional and the def2-TZVPD basis) results for a molecular structure, C3H3O4Sn.

Values from the calculation:
LUMO level (spin up / spin down): -0.08 / -0.44 eV
<S²>: 0.754
2S+1: 2
Kohn-Sham gap (spin up / spin down): 6.553 / 9.345 eV
total charge: 0

Last column: Löwdin spin population.
Element x y z (Å)
1 O 3.2582 0.1175 -0.1769  0.092
2 C 2.3698 -0.7550 -0.0404  0.024
3 O 2.3191 -1.9416 -0.1978  0.012
4 C -2.3101 0.2221 -0.0076  0.000
5 O -0.9060 0.4837 0.0530  0.007
6 C -0.0968 -0.5264 0.1393  0.012
7 O 1.1123 0.0158 0.2424  0.078
8 Sn 2.2021 1.8701 0.0566  0.775
9 H -2.7763 0.7234 0.8473  0.000
10 H -2.6855 0.6490 -0.9439  0.000
11 H -2.4868 -0.8586 0.0280  0.000

***

[2]
DFT (the ωB97M-V functional and the def2-TZVPD basis) results for C3H3OP in the gas phase.

Values from the calculation:
LUMO level: -0.15 eV
Kohn-Sham gap: 9.302 eV
total charge: 0

Last column: natural (NBO) charge in e.
Element x y z (Å)
1 C 0.7972 0.9381 -2.2044  -0.137
2 C 0.4683 0.4218 -1.1733  -0.386
3 C -0.6120 -1.1650 1.5020  -1.031
4 O 0.1447 1.5049 1.1635  -1.016
5 P -0.0068 0.1631 0.6422  1.799
6 H 0.7940 1.1493 -3.2190  0.235
7 H -0.4340 -1.9966 0.8435  0.247
8 H -1.1514 -1.0156 2.4455  0.288

***

[3]
DFT (the ωB97M-V functional and the def2-TZVPD basis) results for 2 unconnected molecules or ions with the total composition C3H3OP.

Values from the calculation:
LUMO level: -0.92 eV
Kohn-Sham gap: 8.370 eV
total charge: 0

Last column: natural (NBO) charge in e.
Element x y z (Å)
1 C -1.1040 -1.9035 -0.3922  -0.404
2 C -0.3825 -0.4348 0.8873  -0.330
3 C -0.8554 -1.0718 -1.2833  0.534
4 O -0.2925 -0.4144 -2.1175  -0.567
5 P 0.6728 0.7596 0.3618  0.373
6 H -1.6628 -2.3455 0.3635  0.275
7 H 0.6303 1.9705 1.2329  0.074
8 H 0.4790 1.1448 -0.9733  0.046

***

Number 1 is which compound?
C3H3O4Sn